{
  "formula": "CH2BrP",
  "method": "ωB97M-V/def2-TZVPD",
  "species": ["C", "P", "Br", "H", "H"],
  "positions_angstrom": [[-2.007189, -1.543726, 1.085615], [-0.543187, -1.794814, 1.445223], [2.479489, 0.743611, -1.445005], [-3.013216, -1.183983, 0.866777], [1.528455, 1.618875, -0.719216]],
  "atomic_forces_ev_per_a": [[-0.37, 0.68, 0.00], [-0.17, -0.17, -0.09], [-0.93, 0.84, 0.71], [0.55, -0.50, 0.07], [0.92, -0.85, -0.71]],
  "e_lumo_ev": 0.492,
  "max_force_ev_per_a": 1.45,
  "gap_ev": 10.8,
  "multiplicity": 1,
  "charge": 0,
  "smiles": "C#P.Br"
}